No. 1
An isolated molecule of C6H12N2O3 at a distorted geometry, computed with ωB97M-V/def2-TZVPD.

Each line ends with the Mulliken charge.
CARTESIAN COORDINATES (ANGSTROEM)
O: 2.323 1.693 -0.286  -0.732
O: 1.293 -1.865 0.133  -0.546
O: 0.124 -0.202 -1.299  -0.322
N: -1.617 -1.605 -0.510  -0.255
N: -2.286 0.501 1.069  -0.647
C: 3.574 -0.158 0.733  -1.054
C: -1.079 2.030 -0.521  -1.386
C: 2.362 0.474 -0.039  0.832
C: -1.149 -0.361 -0.791  0.252
C: -2.094 0.765 -0.409  0.324
C: 1.327 -0.531 -0.349  -0.187
H: -1.477 -0.086 1.349  0.316
H: -0.974 -2.356 -0.706  0.241
H: 1.270 -2.576 -0.599  0.289
H: 3.117 -0.711 1.548  0.249
H: 4.308 0.554 1.162  0.305
H: 4.142 -0.755 0.053  0.290
H: -3.106 -0.123 1.146  0.295
H: -3.063 0.818 -0.961  0.373
H: -1.689 2.897 -0.347  0.374
H: -0.621 2.230 -1.476  0.390
H: -2.612 -1.659 -0.307  0.240
H: -0.235 1.874 0.044  0.358

Summary:
Relative energy (zero: lowest compared OMol25 entry of this formula, charge and spin) ... 610.5 kJ/mol
HOMO ... -6.300 eV



No. 2
An isolated molecule of C6H12N2O3 at a distorted geometry, computed with ωB97M-V/def2-TZVPD.

Each line ends with the Mulliken charge.
CARTESIAN COORDINATES (ANGSTROEM)
O: -3.319 0.978 0.329  -0.611
O: -0.121 0.222 1.637  -0.671
O: -1.461 1.773 -0.661  -0.409
N: -0.219 -0.607 -0.462  -0.067
N: 2.427 -0.754 -0.707  -0.747
C: -2.236 0.775 -0.207  0.465
C: -1.664 -0.591 -0.525  0.189
C: -2.305 -1.653 0.373  -1.419
C: 0.436 -0.121 0.610  0.195
C: 2.249 1.517 0.239  -1.483
C: 1.959 0.019 0.439  0.599
H: 1.800 1.866 -0.664  0.405
H: -1.942 -0.813 -1.568  0.394
H: -1.938 2.587 -0.445  0.341
H: 2.398 -0.284 1.363  0.269
H: 2.522 -1.737 -0.497  0.209
H: 3.328 -0.470 -1.000  0.210
H: -1.922 -2.638 0.099  0.381
H: 0.383 -0.747 -1.258  0.303
H: -3.400 -1.622 0.338  0.374
H: 1.791 2.076 1.033  0.371
H: 3.312 1.677 0.103  0.384
H: -2.077 -1.453 1.430  0.314

Summary:
Relative energy (zero: lowest compared OMol25 entry of this formula, charge and spin) ... 0.0 kJ/mol
HOMO ... -9.553 eV
SMILES ... C[C@H](N)C(=O)N[C@@H](C)C(=O)O



No. 3
A 2-piece molecular cluster, C6H12N2S overall at a distorted geometry, computed with ωB97M-V/def2-TZVPD.

Each line ends with the Löwdin spin population.
CARTESIAN COORDINATES (ANGSTROEM)
S: -0.233 2.878 -0.265  0.824
N: 0.030 -2.456 0.894  0.001
N: -0.211 -2.303 -1.346  0.001
C: -1.941 -1.244 1.788  0.001
C: 1.307 1.827 -0.032  0.084
C: 0.351 -2.981 -0.256  0.001
C: -1.155 -1.621 0.619  0.001
C: 2.785 2.643 -0.265  0.030
C: -1.189 -1.474 -0.714  0.004
H: -2.904 -0.672 1.470  0.000
H: 1.308 -3.500 -0.163  0.000
H: 3.454 2.088 0.264  0.003
H: 2.574 3.606 0.165  0.000
H: 1.263 1.072 -0.784  0.030
H: -2.382 -2.174 2.186  0.000
H: 0.293 3.780 -1.302  0.017
H: -1.394 -0.689 2.620  0.000
H: 2.823 2.705 -1.388  0.000
H: -0.512 -2.682 -2.247  0.000
H: 1.188 1.386 0.988  0.002
H: -1.665 -0.554 -1.253  0.002

Summary:
Relative energy (zero: lowest compared OMol25 entry of this formula, charge and spin) ... 300.8 kJ/mol
Multiplicity ... 2
HOMO (spin up / spin down) ... -11.725 / -11.688 eV
Charge ... +1
⟨S²⟩ ... 0.7536



- Among the records above, which one has the highest relative energy (zero: lowest compared OMol25 entry of this formula, charge and spin)?
  number 1



- The lowest relative energy (zero: lowest compared OMol25 entry of this formula, charge and spin) belongs to which entry?
  number 2



- Among the records above, which one has the highest relative energy (zero: lowest compared OMol25 entry of this formula, charge and spin)?
  number 1



- The highest relative energy (zero: lowest compared OMol25 entry of this formula, charge and spin) belongs to which entry?
  number 1